Entry 1:
Below is a molecular structure, C33H48AsB2BrF4N6O6Sr at a distorted geometry, with properties calculated with ωB97M-V/def2-TZVPD.

## Properties
* E: -7356.053293 hartree
* net charge: 0
* relative energy (zero: lowest compared OMol25 entry of this formula, charge and spin): 2.344 eV
* strongest force on any atom: 3.94 eV Å⁻¹
* HOMO energy: -7.812 eV

Structure (XYZ):
```
102
Properties=species:S:1:pos:R:3:forces:R:3:mulliken_charge:R:1
Sr -0.979 0.017 2.132 -0.01 0.36 0.28 2.64
C -0.158 -3.080 5.872 -2.14 0.54 -2.70 -1.74
C -0.077 -1.909 4.847 -1.81 -0.89 1.01 0.84
N -1.185 -1.393 4.357 1.02 -1.64 0.73 0.09
O -2.345 -2.117 4.757 1.24 1.42 0.47 -0.61
B -2.706 -3.229 3.867 1.20 0.96 -0.83 0.49
F -3.850 -3.732 4.354 -1.03 -0.61 0.21 -0.31
F -1.668 -4.192 3.794 -0.33 0.09 -0.55 -0.41
O -3.036 -2.663 2.504 -0.10 -0.83 -0.28 -0.32
N -2.092 -2.137 1.611 -0.60 1.80 2.95 -0.24
C -1.530 -2.917 0.584 -0.90 0.72 -2.09 1.48
C -1.635 -4.408 0.712 -2.68 0.28 0.02 -2.17
C -0.249 -2.398 0.017 2.56 1.31 0.36 0.57
N 0.259 -1.195 0.317 -2.41 -3.08 0.47 0.36
O 1.588 -1.062 0.064 1.12 0.19 0.59 -0.70
B 2.468 -1.557 1.245 -0.23 0.14 -0.81 0.41
F 3.752 -1.514 0.729 -0.25 0.66 0.61 -0.15
F 2.168 -2.886 1.540 -0.49 -0.07 0.47 -0.26
O 2.343 -0.742 2.555 1.33 0.60 -1.34 -0.54
N 1.191 -0.717 3.252 -0.12 -2.36 1.64 -0.03
C 1.229 -1.522 4.309 0.45 1.57 -2.39 -0.19
C 2.504 -2.243 4.665 0.61 1.54 1.11 -1.33
C 0.601 -3.369 -0.770 0.19 0.98 -0.71 -1.71
H -0.494 -4.002 5.286 0.74 1.22 1.13 0.19
H -1.004 -2.755 6.457 -0.41 -0.38 0.47 0.43
H 0.658 -3.236 6.495 1.63 -0.15 0.69 0.65
H -2.651 -4.689 1.147 1.50 0.43 -0.46 0.34
H -0.884 -4.678 1.425 0.56 -0.66 0.16 0.39
H -1.582 -4.867 -0.264 0.37 -0.43 0.00 0.61
H 3.369 -1.493 4.660 -1.21 -1.05 -0.29 0.32
H 2.681 -2.988 3.898 0.23 -0.28 0.13 0.17
H 2.456 -2.633 5.704 -0.02 -0.11 -0.93 0.46
H 1.142 -3.916 -0.028 0.57 -0.56 0.30 0.30
H 1.353 -2.844 -1.425 -0.92 -0.47 0.77 0.23
H 0.006 -4.074 -1.335 -0.15 0.04 -0.21 0.60
C -1.626 2.538 4.573 0.28 -1.44 -1.10 -0.80
O -1.795 2.226 3.129 -0.33 0.89 1.38 -0.07
C -2.163 3.278 2.325 -1.76 -0.06 0.42 -0.44
C -2.977 4.343 2.727 0.97 -0.09 1.02 -0.16
C -3.279 5.388 1.869 -0.18 0.41 -1.12 -0.67
Br -4.207 6.957 2.404 0.00 -0.29 0.29 -0.23
C -2.907 5.314 0.563 0.66 -0.83 -0.83 -0.73
C -2.239 4.132 0.086 0.11 0.72 -0.38 0.38
C -1.994 2.987 0.944 0.47 0.42 -1.59 0.94
O -1.619 1.832 0.508 -0.13 1.11 0.36 -0.52
C -1.811 4.127 -1.314 -1.52 -2.21 -0.32 0.12
N -1.601 2.982 -2.058 0.91 2.07 0.14 0.27
C -1.299 3.347 -3.364 -0.33 -1.02 -0.81 0.54
C -1.073 2.566 -4.514 -0.08 0.40 -0.99 -0.65
C -0.999 3.256 -5.740 -0.42 -0.16 0.05 -0.57
C -1.092 4.679 -5.779 0.90 -0.82 -0.64 -0.53
C -1.415 5.389 -4.664 -0.37 1.41 0.68 -0.74
C -1.501 4.706 -3.471 -0.23 -0.18 0.11 0.43
N -1.836 5.140 -2.206 -0.04 0.61 1.49 -0.01
H -0.768 3.206 4.615 -0.19 0.20 0.39 0.38
H -1.354 1.534 4.979 -0.32 0.95 0.05 0.14
H -2.545 2.931 5.033 0.44 -0.19 -0.28 0.30
H -3.332 4.528 3.740 0.39 -0.63 0.01 0.35
H -3.177 6.116 -0.129 0.19 -0.23 0.26 0.37
H -1.447 2.072 -1.689 0.00 -0.64 0.93 0.09
H -0.983 1.475 -4.505 -0.14 0.48 0.22 0.44
H -1.032 2.710 -6.724 0.64 0.49 1.30 0.34
H -0.711 5.228 -6.642 -0.87 -0.30 -0.17 0.37
H -1.669 6.464 -4.656 0.57 -0.57 -0.28 0.35
H -2.084 6.083 -1.918 0.27 -0.32 -0.31 0.22
C 5.091 -2.133 -4.390 -0.73 1.98 -0.38 -1.10
C 5.098 -1.536 -2.958 -2.51 -0.25 -0.94 -0.75
As 4.333 0.270 -2.528 0.22 -0.59 0.40 0.20
C 4.744 1.269 -4.130 0.41 1.62 0.20 -0.85
C 6.240 1.424 -4.464 0.19 -0.46 0.60 -0.93
C 5.839 1.028 -1.427 -2.40 1.65 -0.38 -0.54
C 5.474 1.100 0.053 0.27 1.25 1.65 -1.03
H 4.098 -2.073 -4.926 0.95 0.08 0.70 0.26
H 5.402 -3.153 -4.429 0.23 -0.80 0.26 0.40
H 5.824 -1.550 -4.969 -0.31 -0.27 -0.21 0.25
H 6.066 -1.539 -2.581 1.71 -0.29 0.87 0.49
H 4.406 -2.110 -2.338 0.53 -0.36 0.23 0.42
H 4.297 2.268 -3.904 0.10 -0.62 -0.52 0.45
H 4.208 0.808 -4.948 -0.23 0.00 -0.29 0.46
H 6.677 0.432 -4.135 0.28 1.32 -0.67 0.20
H 6.748 2.294 -3.947 -0.62 -1.20 -0.33 0.32
H 6.367 1.598 -5.538 0.19 -0.26 0.13 0.30
H 5.802 2.094 -1.870 0.71 -1.59 0.75 0.24
H 6.757 0.502 -1.567 0.70 0.01 -0.40 0.43
H 5.869 2.048 0.494 0.30 -0.55 -0.36 0.42
H 5.948 0.302 0.664 -0.68 0.25 -0.50 0.25
H 4.404 1.246 0.351 0.62 -0.87 -0.76 0.13
C -4.090 -1.992 -1.648 0.30 0.36 -0.23 -1.62
C -4.058 -1.996 -0.094 -2.13 -0.26 -0.27 1.82
C -4.756 -3.292 0.344 0.07 -1.17 -0.24 -1.79
C -4.806 -0.759 0.456 1.28 1.31 -1.59 -1.31
C -2.696 -1.817 0.356 3.29 -1.53 -0.53 -1.02
H -5.129 -2.023 -1.972 -0.18 -0.10 0.02 0.46
H -3.597 -2.900 -2.068 -0.11 0.77 0.33 0.34
H -3.677 -1.058 -2.117 -0.01 -0.79 0.53 0.23
H -5.829 -3.256 0.144 -0.06 0.34 -0.12 0.48
H -4.642 -3.562 1.413 0.11 0.29 -0.86 0.15
H -4.391 -4.120 -0.322 -0.17 0.48 0.83 0.37
H -5.702 -0.587 -0.127 -0.39 0.00 -0.12 0.48
H -4.102 0.154 0.201 -1.49 -1.35 1.02 0.07
H -5.098 -0.865 1.492 0.38 0.19 0.34 0.30
H -2.226 -0.906 -0.024 -0.22 -0.05 -0.38 0.27
```
Positions in Å, forces in eV/Å.


Entry 2:
Below is a molecular structure, C33H48AsCl3F6N7PS2Ti at a distorted geometry, with properties calculated with ωB97M-V/def2-TZVPD.

## Properties
* E: -7872.273663 hartree
* net charge: +1
* 2S+1: 2
* relative energy (zero: lowest compared OMol25 entry of this formula, charge and spin): 0.244 eV
* strongest force on any atom: 1.57 eV Å⁻¹
* HOMO energy (alpha / beta): -10.087 / -10.087 eV

Structure (XYZ):
```
102
Properties=species:S:1:pos:R:3:forces:R:3:mulliken_charge:R:1
Ti 0.309 -0.409 -0.286 1.00 -0.43 -0.01 -0.69
C 0.121 0.526 3.464 0.08 0.14 0.00 -0.73
C 1.404 0.657 2.721 -0.01 0.02 0.00 0.12
N 1.550 0.545 1.421 0.31 -0.02 -0.31 1.14
C 2.839 0.889 1.025 -0.27 -0.08 -0.08 -1.04
C 3.675 1.198 2.038 0.21 0.00 0.19 0.13
S 2.845 1.102 3.526 -0.02 -0.01 0.05 -0.30
C 3.119 0.976 -0.404 -0.24 -0.03 -0.01 -1.22
C 4.234 1.485 -0.972 0.18 0.06 -0.01 -0.01
S 4.103 1.399 -2.668 0.02 -0.01 -0.07 -0.29
C 2.548 0.693 -2.534 -0.05 0.03 -0.05 0.19
N 2.147 0.543 -1.296 0.28 0.26 0.27 1.41
C 1.808 0.291 -3.764 0.11 0.00 0.06 -1.15
H -0.675 0.267 2.777 -0.06 -0.05 -0.03 -0.81
H -0.120 1.471 3.958 0.03 -0.01 -0.05 0.52
H 0.184 -0.242 4.228 0.00 -0.06 0.01 0.61
H 4.714 1.488 1.990 -0.08 -0.05 -0.02 0.46
H 5.098 1.907 -0.483 -0.03 -0.05 -0.05 0.51
H 2.321 -0.544 -4.242 -0.02 -0.02 0.04 0.37
H 1.769 1.111 -4.480 -0.01 0.00 0.02 0.59
H 0.800 -0.016 -3.509 -0.04 -0.03 0.00 -0.26
F -0.544 -1.471 1.146 -0.16 -0.36 0.71 0.08
As -0.425 -3.022 2.386 -0.02 0.28 -0.18 2.13
F 0.443 -3.769 1.128 0.17 -0.17 -0.18 -0.35
F -1.881 -3.549 1.684 -0.27 -0.13 -0.12 -0.45
F -0.256 -4.289 3.486 -0.06 -0.13 0.06 -0.44
F -1.330 -2.020 3.437 -0.17 0.15 0.21 -0.44
F 1.012 -2.228 2.898 0.30 0.11 0.10 -0.39
C 4.843 -3.203 -3.561 -0.13 -0.04 0.12 -1.85
C 4.038 -2.797 -2.352 0.02 -0.02 -0.09 0.53
C 4.647 -2.632 -1.114 0.05 -0.01 0.05 -0.89
C 3.897 -2.308 0.010 0.08 0.08 0.08 0.98
C 4.551 -2.196 1.363 -0.01 0.01 -0.06 -1.93
C 2.533 -2.102 -0.134 -0.22 -0.29 -0.16 0.14
C 1.886 -2.230 -1.372 0.20 -0.22 0.07 -0.18
C 2.664 -2.608 -2.464 -0.08 0.02 -0.16 -0.34
N 0.511 -1.874 -1.458 0.32 -0.46 -0.56 1.44
C -0.422 -2.765 -2.227 -0.20 -0.04 0.16 1.43
C -1.790 -2.678 -1.537 0.12 0.00 -0.01 -1.81
C -0.582 -2.334 -3.687 0.09 0.05 -0.03 -1.55
C 0.021 -4.234 -2.180 0.03 0.02 0.07 -1.63
H 5.852 -2.796 -3.521 0.00 0.00 -0.01 0.44
H 4.364 -2.870 -4.482 0.04 0.01 0.00 0.38
H 4.923 -4.292 -3.611 0.03 0.02 -0.01 0.32
H 5.717 -2.792 -1.011 -0.06 0.00 -0.04 0.46
H 5.145 -3.086 1.576 -0.02 0.03 0.01 0.55
H 3.810 -2.086 2.157 0.02 0.01 -0.03 0.16
H 5.228 -1.337 1.394 -0.02 -0.04 0.02 0.30
H 1.955 -1.906 0.762 0.02 -0.15 0.08 -0.08
H 2.205 -2.755 -3.433 -0.02 0.05 0.01 0.60
H -2.066 -1.641 -1.324 -0.05 0.00 -0.03 -0.17
H -1.779 -3.234 -0.602 -0.01 0.08 0.05 0.31
H -2.557 -3.111 -2.182 0.01 0.04 0.03 0.64
H -0.847 -1.279 -3.769 -0.05 -0.03 0.00 0.17
H -1.387 -2.914 -4.142 0.06 -0.01 -0.01 0.53
H 0.322 -2.515 -4.272 -0.04 0.07 0.03 0.22
H 0.438 -4.485 -1.205 -0.07 -0.01 0.00 0.29
H 0.757 -4.476 -2.945 0.03 0.01 0.03 0.37
H -0.853 -4.866 -2.346 0.04 0.01 -0.04 0.45
Cl -2.251 0.843 -2.620 0.03 0.04 0.07 0.03
C -1.297 2.113 -1.847 -0.42 0.03 0.02 1.39
Cl -2.355 3.454 -1.349 0.06 -0.08 0.00 -0.05
Cl -0.182 2.738 -3.078 0.15 0.00 0.16 -0.02
C -0.462 1.524 -0.690 -0.70 0.93 0.19 -0.74
N -0.329 2.268 0.336 0.14 0.79 -1.35 1.14
C -5.620 1.874 1.571 0.14 -0.19 -0.05 -0.97
N -4.746 1.330 2.608 0.03 0.06 0.21 0.11
C -5.284 0.037 3.046 0.15 0.07 -0.31 -1.00
N -5.444 -0.908 1.946 -0.10 -0.21 0.14 0.19
C -6.316 -0.320 0.939 0.26 0.15 0.02 -0.93
N -5.818 0.966 0.447 -0.13 -0.03 -0.19 0.17
C -4.593 0.794 -0.326 0.06 -0.05 0.24 -1.28
P -3.153 0.071 0.653 -0.69 0.21 0.32 1.95
C -3.366 1.191 2.154 -0.09 -0.10 -0.25 -1.70
C -4.159 -1.337 1.403 0.07 0.24 -0.14 -1.50
H -5.194 2.808 1.197 -0.03 0.03 0.03 0.39
H -6.591 2.084 2.022 -0.02 0.01 0.00 0.30
H -6.261 0.215 3.496 -0.03 -0.02 0.03 0.30
H -4.617 -0.397 3.791 -0.01 0.02 0.06 0.40
H -7.303 -0.162 1.377 0.00 -0.01 0.03 0.32
H -6.410 -1.009 0.098 -0.04 0.00 -0.01 0.40
H -4.304 1.761 -0.736 0.00 -0.03 -0.05 0.39
H -4.795 0.125 -1.165 0.00 0.02 -0.06 0.42
H -2.957 2.181 1.923 -0.01 0.01 0.04 0.35
H -2.789 0.759 2.973 0.09 0.06 0.03 0.31
H -3.570 -1.781 2.201 0.06 -0.10 0.04 0.47
H -4.318 -2.102 0.641 -0.01 -0.04 0.01 0.37
C 2.007 4.386 1.747 -0.13 -0.03 0.10 -1.52
C 0.849 4.457 0.735 0.34 -0.08 -0.02 2.32
C 1.404 4.475 -0.681 -0.05 -0.08 -0.07 -1.42
C 0.000 5.706 1.015 -0.09 0.00 0.00 -1.87
C -0.058 3.289 1.016 -0.30 -0.27 0.92 -1.47
H 2.666 5.242 1.592 -0.03 -0.01 0.02 0.51
H 2.588 3.473 1.614 0.00 0.07 -0.02 0.25
H 1.642 4.424 2.777 0.03 -0.03 -0.04 0.41
H 2.249 5.161 -0.735 -0.03 0.00 0.01 0.46
H 0.655 4.812 -1.397 0.01 -0.08 0.01 0.31
H 1.755 3.483 -0.978 0.05 0.04 -0.04 0.24
H 0.601 6.598 0.828 -0.01 -0.04 0.01 0.45
H -0.336 5.733 2.055 0.03 0.01 -0.05 0.44
H -0.878 5.741 0.368 0.06 0.02 0.00 0.35
H -0.497 3.308 2.021 -0.22 0.10 -0.21 0.36
```
Positions in Å, forces in eV/Å.